DFT (wB97M-V/def2-TZVPD) results for the molecule C8H11NO2S.

Calculated values
**Frontier orbital gap (alpha / beta)**: 0.26439 / 0.30851 hartree
**Total energy**: -24888.95857 eV
**LUMO energy (alpha / beta)**: -1.464 / -0.635 eV
**E_HOMO (alpha / beta)**: -8.66 / -9.03 eV
**Relative energy (zero: lowest compared OMol25 entry of this formula, charge and spin)**: 5.9715 eV

ORCA input file:
```
! RIJCOSX wB97M-V def2-TZVPD def2/J DEFGRID3
* xyz 0 1
C 1.678 -0.521 1.629
C -2.931 -0.187 0.025
C -1.997 0.517 -0.923
C -0.933 0.917 1.419
C -0.579 -1.151 0.383
C 0.803 -0.443 0.617
C -1.474 0.050 0.352
C 3.143 -0.136 -1.231
N 2.360 -0.571 2.532
O 1.496 1.832 -0.582
O 0.663 -0.054 -1.983
S 1.440 0.427 -0.891
H -3.566 0.527 0.515
H -3.158 -1.221 -0.081
H -1.645 0.048 -1.824
H -2.222 1.570 -0.812
H -0.808 0.477 2.433
H -1.124 1.969 1.454
H -0.643 -1.687 -0.558
H -0.981 -1.785 1.280
H 3.354 -0.709 -2.110
H 3.639 0.818 -1.304
H 3.484 -0.688 -0.340
*
```

***

DFT (wB97M-V/def2-TZVPD) results for a cluster of 2 separate species, C3H9N in total.

Calculated values
**SMILES string**: C=N.CC
**Frontier orbital gap**: 0.38039 hartree
**Total energy**: -4744.13265 eV
**LUMO energy**: 0.802 eV
**E_HOMO**: -9.55 eV
**Relative energy (zero: lowest compared OMol25 entry of this formula, charge and spin)**: 2.9765 eV

ORCA input file:
```
! RIJCOSX wB97M-V def2-TZVPD def2/J DEFGRID3
* xyz 0 1
C -4.175 -4.087 3.038
N -5.460 -4.002 2.793
H -3.647 -3.223 3.635
H -3.685 -5.062 2.905
H -5.645 -3.074 2.398
C 3.479 2.379 -1.444
C 2.172 2.475 -2.385
H 4.542 2.623 -1.844
H 3.305 3.037 -0.654
H 3.427 1.561 -0.824
H 1.569 3.311 -2.259
H 1.702 1.558 -1.969
H 2.414 2.505 -3.390
*
```

***

DFT (wB97M-V/def2-TZVPD) results for a cluster of 2 separate species, C2H7S2 in total.

Calculated values
**Frontier orbital gap**: 0.21361 hartree
**Total energy**: -23858.83740 eV
**LUMO energy**: 3.247 eV
**E_HOMO**: -2.57 eV
**Relative energy (zero: lowest compared OMol25 entry of this formula, charge and spin)**: 0.3777 eV

ORCA input file:
```
! RIJCOSX wB97M-V def2-TZVPD def2/J DEFGRID3
* xyz -1 1
S -2.200 -1.005 -2.020
H -1.241 -0.542 -2.822
C 0.190 -0.694 0.597
C 0.883 0.558 0.106
S 0.383 2.072 1.014
H 0.494 -0.882 1.642
H -0.893 -0.671 0.578
H 0.561 -1.560 0.055
H 0.577 0.748 -0.910
H 1.960 0.429 0.185
H -0.713 1.547 1.574
*
```

***

DFT (wB97M-V/def2-TZVPD) results for a cluster of 13 separate species, H27O13 in total.

Calculated values
**Frontier orbital gap**: 0.37833 hartree
**Total energy**: -27045.39954 eV
**LUMO energy**: -2.854 eV
**E_HOMO**: -13.15 eV
**Relative energy (zero: lowest compared OMol25 entry of this formula, charge and spin)**: 5.6740 eV

ORCA input file:
```
! RIJCOSX wB97M-V def2-TZVPD def2/J DEFGRID3
* xyz 1 1
O -2.153 0.511 0.052
H -1.941 -0.511 0.335
H -2.805 1.031 0.376
O 3.288 2.097 0.253
H 2.935 1.056 0.026
H -1.538 -2.252 -0.295
O -2.737 2.731 -0.243
H 0.774 -0.595 -4.398
O 1.720 -0.923 1.898
H -1.993 -0.303 2.005
H 1.210 -1.630 1.512
O 2.453 1.173 3.291
H 2.086 2.026 3.521
H 3.316 1.399 3.071
O 0.220 -3.130 -1.523
H 0.062 -3.649 -2.231
H 0.640 -2.203 -1.772
O -2.816 -1.445 -2.063
H -2.557 -0.588 -1.895
H -3.550 -1.554 -2.648
O 1.225 -0.411 -3.481
H 1.734 -1.276 -3.471
H 0.672 1.550 -2.258
O -2.250 -0.915 2.700
H -1.267 0.973 -0.018
H -2.436 -0.385 3.452
O 3.377 -2.375 -1.496
H 4.058 -1.958 -0.843
H 3.219 -3.304 -1.689
O -1.403 -1.698 0.664
H 1.626 -0.574 2.809
H -1.904 -2.176 1.429
O -0.964 2.125 1.922
H -1.208 2.658 2.663
H 0.060 2.145 2.175
O 0.369 1.738 -1.188
H 0.097 2.716 -1.065
H 4.218 1.897 -0.182
H -2.634 3.559 -0.384
H -3.205 2.468 -1.007
*
```

***

DFT (wB97M-V/def2-TZVPD) results for a structure of composition C22H13BrCl2N6O8V.

Calculated values
**Frontier orbital gap (alpha / beta)**: 0.26005 / 0.26756 hartree
**Total energy**: -169113.98869 eV
**LUMO energy (alpha / beta)**: -0.776 / -1.031 eV
**E_HOMO (alpha / beta)**: -7.85 / -8.31 eV
**Relative energy (zero: lowest compared OMol25 entry of this formula, charge and spin)**: 0.8879 eV

ORCA input file:
```
! RIJCOSX wB97M-V def2-TZVPD def2/J DEFGRID3
* xyz 0 4
V -0.192 0.041 0.171
Cl -4.450 2.437 0.298
C -2.877 3.123 0.072
C -2.767 4.501 -0.216
C -1.554 5.073 -0.417
Cl -1.449 6.780 -0.764
C -0.372 4.293 -0.345
C 0.935 4.781 -0.556
C 1.995 3.931 -0.472
C 1.767 2.577 -0.176
N 0.573 2.079 0.029
C -0.509 2.928 -0.056
C -1.778 2.323 0.162
O -1.816 1.026 0.462
H -3.665 5.101 -0.275
H 1.080 5.828 -0.787
H 3.006 4.273 -0.640
H 2.596 1.885 -0.124
C 0.332 -5.928 0.046
C 1.147 -4.667 0.156
C 2.484 -4.610 -0.217
C 3.182 -3.417 -0.141
C 2.480 -2.316 0.309
Br 3.355 -0.633 0.451
N 1.217 -2.323 0.675
C 0.566 -3.493 0.605
H 0.933 -6.809 0.270
H -0.060 -6.045 -0.967
H -0.521 -5.907 0.723
H 2.987 -5.504 -0.568
H 4.221 -3.341 -0.422
H -0.474 -3.466 0.905
N 0.277 -0.030 3.321
C 0.110 -0.030 2.183
H 0.369 -0.081 4.314
O -4.466 -0.992 -5.235
N -4.661 -1.819 -4.367
O -5.534 -2.662 -4.401
C -3.802 -1.763 -3.173
C -2.795 -0.812 -3.106
C -1.996 -0.816 -2.004
C -2.140 -1.706 -0.900
O -1.375 -1.590 0.127
C -3.178 -2.645 -1.054
C -4.003 -2.670 -2.166
N -3.465 -3.650 -0.013
O -2.621 -3.855 0.840
O -4.536 -4.220 -0.056
N -0.899 0.151 -1.914
O 0.360 -0.357 -1.644
O -1.034 1.259 -2.469
H -2.652 -0.088 -3.895
H -4.795 -3.399 -2.233
*
```

***

DFT (wB97M-V/def2-TZVPD) results for the molecule C5H5NO2S2.

Calculated values
**Frontier orbital gap (alpha / beta)**: 0.26546 / 0.26549 hartree
**Total energy**: -32516.04216 eV
**LUMO energy (alpha / beta)**: -1.076 / -1.075 eV
**E_HOMO (alpha / beta)**: -8.30 / -8.30 eV
**Relative energy (zero: lowest compared OMol25 entry of this formula, charge and spin)**: 3.5990 eV

ORCA input file:
```
! RIJCOSX wB97M-V def2-TZVPD def2/J DEFGRID3
* xyz 0 1
C -0.392 2.407 -0.163
C 0.920 2.843 -0.064
C -0.625 1.080 -0.536
C 0.952 0.382 -0.685
C 0.208 -2.176 0.004
N -1.761 0.417 -0.750
O -2.720 0.957 -0.228
O -1.853 -0.532 -1.487
S 2.126 1.605 -0.356
S 1.452 -1.204 -0.833
H -1.172 3.148 -0.025
H 1.273 3.820 -0.212
H 0.471 -3.168 -0.206
H -0.719 -1.764 -0.316
H 0.235 -2.029 1.170
*
```

***

DFT (wB97M-V/def2-TZVPD) results for a structure of composition C22H23BrF3N5O2S4V.

Calculated values
**Frontier orbital gap (alpha / beta)**: 0.21655 / 0.24336 hartree
**Total energy**: -181942.47463 eV
**LUMO energy (alpha / beta)**: -8.398 / -7.682 eV
**E_HOMO (alpha / beta)**: -14.29 / -14.30 eV
**Relative energy (zero: lowest compared OMol25 entry of this formula, charge and spin)**: 0.7764 eV

ORCA input file:
```
! RIJCOSX wB97M-V def2-TZVPD def2/J DEFGRID3
* xyz 2 2
V -0.161 0.336 0.190
C 0.664 3.551 -0.814
C -0.632 3.795 -0.067
S -1.805 2.406 -0.099
C -2.495 2.476 -1.786
C -2.245 1.187 -2.552
S -0.483 0.865 -2.385
C -0.142 -0.499 -3.515
C 1.239 -0.289 -4.136
S 2.590 -0.177 -2.941
C 2.770 1.609 -2.663
C 2.968 1.960 -1.194
S 1.530 2.146 -0.078
H 1.320 4.418 -0.714
H 0.491 3.357 -1.873
H -1.150 4.672 -0.456
H -0.449 3.971 0.994
H -2.044 3.326 -2.296
H -3.564 2.662 -1.682
H -2.494 1.326 -3.605
H -2.824 0.354 -2.156
H -0.914 -0.472 -4.286
H -0.212 -1.451 -2.988
H 1.242 0.595 -4.773
H 1.472 -1.144 -4.771
H 1.938 2.153 -3.106
H 3.678 1.939 -3.173
H 3.442 2.940 -1.106
H 3.618 1.244 -0.690
Br -3.999 -0.178 0.419
C -2.905 -1.648 0.007
C -3.532 -2.885 -0.146
C -2.764 -3.987 -0.456
C -1.389 -3.826 -0.611
C -0.868 -2.566 -0.442
N -1.595 -1.472 -0.131
C 0.596 -2.309 -0.577
O 1.474 -3.096 -0.671
O 0.792 -0.949 -0.574
H -4.601 -2.961 -0.014
H -3.227 -4.958 -0.574
H -0.727 -4.647 -0.847
N -1.028 0.502 1.800
C -1.654 -0.046 2.675
N -2.312 -0.471 3.591
C -2.965 -1.536 4.007
N -3.549 -2.467 4.347
F 3.862 -0.970 6.183
C 3.733 -1.882 5.214
F 3.175 -2.977 5.733
F 4.956 -2.200 4.778
C 2.901 -1.330 4.072
C 1.945 -2.110 3.442
C 1.256 -1.562 2.378
N 1.463 -0.324 1.919
C 2.377 0.420 2.549
C 3.118 -0.041 3.621
H 1.735 -3.117 3.771
H 0.502 -2.155 1.875
H 2.522 1.429 2.187
H 3.843 0.605 4.095
*
```

***

DFT (wB97M-V/def2-TZVPD) results for a structure of composition C9H24CdIO3.

Calculated values
**Frontier orbital gap**: 0.07429 hartree
**Total energy**: -28516.72227 eV
**LUMO energy**: -9.822 eV
**E_HOMO**: -11.84 eV
**Relative energy (zero: lowest compared OMol25 entry of this formula, charge and spin)**: 4.4783 eV

ORCA input file:
```
! RIJCOSX wB97M-V def2-TZVPD def2/J DEFGRID3
* xyz 1 1
Cd -6.788 -0.741 -2.596
I -2.933 -1.633 -0.159
C 2.302 0.801 -3.520
C 3.473 0.048 -2.960
C 4.545 0.975 -2.374
O 2.907 -0.837 -1.977
H 2.647 1.488 -4.293
H 1.803 1.237 -2.655
H 1.545 0.186 -4.007
H 3.958 -0.564 -3.720
H 5.228 0.407 -1.742
H 4.067 1.793 -1.836
H 5.124 1.504 -3.131
H 1.980 -0.602 -1.900
C -1.175 -5.551 4.383
C -0.380 -6.580 3.525
C -1.301 -7.476 2.737
O 0.272 -5.823 2.539
H -2.077 -5.066 4.009
H -0.527 -4.707 4.618
H -1.341 -5.894 5.404
H 0.265 -7.201 4.146
H -2.033 -8.017 3.337
H -0.629 -8.165 2.226
H -1.887 -6.870 2.046
H -0.463 -5.234 2.356
C -2.021 7.139 -1.060
C -1.317 5.845 -0.728
C -1.102 5.596 0.764
O -2.073 4.822 -1.333
H -1.445 8.055 -0.928
H -2.961 7.187 -0.511
H -2.293 7.214 -2.113
H -0.335 5.899 -1.198
H -1.616 6.308 1.411
H -0.070 5.867 0.987
H -1.239 4.548 1.029
H -2.109 4.041 -0.777
*
```

***

no.,M (g mol⁻¹)
1,185.2
2,59.1
3,95.2
4,235.2
5,691.1
6,175.2
7,705.6
8,419.6